Formula: C6H10IN
Source: OMol25
Level of theory: the ωB97M-V functional and the def2-TZVPD basis

The orbital gap is 8.42 eV. The strongest force on any atom comes out at 6.2 eV/Å. As for the lowest unoccupied orbital energy: 0.080 eV. As for the HOMO energy: -8.34 eV.

Last column: Mulliken charge in e.
Element x y z (Å)
C  0.62  1.91  -0.68  0.528
C  -0.61  -1.82  0.64  -1.110
C  -0.38  -1.42  -1.79  -0.891
C  0.42  1.37  1.82  -0.898
C  -0.91  -1.04  -0.59  0.181
C  0.77  1.15  0.38  -0.384
N  0.44  2.61  -1.63  -0.512
I  2.43  -0.19  0.02  0.070
H  -0.18  -2.78  0.34  0.322
H  0.05  -1.35  1.27  0.189
H  -1.47  -1.87  1.21  0.365
H  -0.15  2.47  -2.37  0.269
H  -0.65  -0.86  -2.66  0.246
H  0.10  -2.29  -1.86  0.344
H  -0.71  1.52  1.81  0.237
H  0.64  0.43  2.31  0.340
H  0.94  2.22  2.25  0.319
H  -1.34  -0.07  -0.47  0.384

---

Formula: C6H10INO
Source: OMol25
Level of theory: the ωB97M-V functional and the def2-TZVPD basis

The orbital gap (alpha / beta) is 6.37 / 6.36 eV. The strongest force on any atom comes out at 5.5 eV/Å. As for the lowest unoccupied orbital energy (alpha / beta): -0.822 / -0.825 eV. Its SMILES is CC1=C(C)N(I)CCO1. As for the HOMO energy (alpha / beta): -7.19 / -7.18 eV.

Last column: Mulliken charge in e.
Element x y z (Å)
C  1.56  0.83  -1.04  -1.080
C  0.58  -0.05  -0.29  0.456
C  -0.64  0.38  0.38  0.946
C  -0.75  1.86  0.70  -1.766
N  -1.65  -0.47  0.73  -0.700
I  -3.71  0.02  0.15  0.066
C  -1.31  -1.83  0.23  -0.341
C  0.14  -2.16  0.38  -0.550
O  0.93  -1.38  -0.47  -0.393
H  2.52  0.78  -0.51  0.293
H  1.16  1.88  -0.90  0.286
H  1.44  0.60  -2.12  0.303
H  -0.94  2.55  -0.21  0.336
H  0.00  2.29  1.24  0.496
H  -1.65  2.06  1.38  0.340
H  -1.45  -1.89  -0.90  0.327
H  -1.93  -2.71  0.61  0.384
H  0.54  -1.92  1.41  0.271
H  0.43  -3.20  0.13  0.325

---

Formula: C6H10INO
Source: OMol25
Level of theory: the ωB97M-V functional and the def2-TZVPD basis

The orbital gap is 8.86 eV. The strongest force on any atom comes out at 4.3 eV/Å. As for the lowest unoccupied orbital energy: -0.405 eV. Its SMILES is CC(C)C[C@@H]1O/C1=N/I. As for the HOMO energy: -9.26 eV.

Last column: Mulliken charge in e.
Element x y z (Å)
C  -0.51  -0.46  1.58  -1.543
C  -1.06  -0.05  0.26  0.724
C  -2.17  1.03  0.52  -1.615
C  0.15  0.52  -0.53  -0.740
C  0.79  -0.51  -1.45  -0.099
O  1.15  -1.94  -1.07  -0.400
C  2.16  -1.07  -1.12  0.666
N  3.40  -1.14  -0.89  -0.801
I  4.57  0.61  -0.74  0.080
H  0.48  -0.96  1.50  0.296
H  -1.16  -1.00  2.16  0.484
H  -0.23  0.50  2.18  0.303
H  -1.51  -0.99  -0.24  0.291
H  -2.51  1.28  -0.46  0.409
H  -1.82  1.92  0.92  0.413
H  -2.95  0.49  1.05  0.436
H  1.01  1.01  0.06  0.337
H  -0.25  1.26  -1.27  0.260
H  0.44  -0.48  -2.45  0.498

---

Formula: C6H10N
Source: OMol25
Level of theory: the ωB97M-V functional and the def2-TZVPD basis

The orbital gap is 8.83 eV. The strongest force on any atom comes out at 4.6 eV/Å. As for the lowest unoccupied orbital energy: -4.662 eV. The charge is +1. As for the HOMO energy: -13.50 eV.

Last column: Mulliken charge in e.
Element x y z (Å)
C  1.37  -1.61  -0.23  -0.182
C  -1.23  1.01  0.60  -0.666
C  0.95  1.43  0.96  -0.484
C  -0.21  0.87  1.69  -0.289
C  0.09  0.35  0.30  0.447
C  -0.91  -0.91  -1.88  -0.475
N  0.39  -0.82  -0.32  -0.162
H  1.52  -2.42  -0.92  0.240
H  2.09  -1.48  0.57  0.278
H  -2.11  0.38  0.67  0.381
H  -1.42  1.98  0.17  0.201
H  0.87  2.41  0.52  0.173
H  1.94  1.18  1.30  0.261
H  -0.28  0.39  2.64  0.331
H  -0.57  -0.06  -2.43  0.331
H  -1.84  -0.84  -1.35  0.309
H  -0.67  -1.88  -2.29  0.305

---

Formula: C6H10N
Source: OMol25
Level of theory: the ωB97M-V functional and the def2-TZVPD basis

The orbital gap is 8.87 eV. The strongest force on any atom comes out at 3.1 eV/Å. As for the lowest unoccupied orbital energy: -5.493 eV. The charge is +1. As for the HOMO energy: -14.36 eV.

Last column: Mulliken charge in e.
Element x y z (Å)
C  -1.09  -0.30  -0.54  -0.855
C  -1.16  -0.72  0.68  0.630
C  0.53  1.64  0.21  -0.468
C  0.23  0.41  -0.66  1.145
C  -1.17  -1.29  1.96  -0.963
C  0.90  0.15  -1.96  -1.283
N  0.84  0.29  0.67  -0.572
H  -1.88  -0.35  -1.31  0.409
H  1.43  2.12  -0.23  0.330
H  -0.34  2.12  0.57  0.310
H  -1.75  -0.62  2.65  0.275
H  -0.12  -1.44  2.20  0.347
H  -1.59  -2.26  2.03  0.405
H  0.48  0.82  -2.76  0.322
H  0.85  -0.88  -2.41  0.377
H  2.01  0.22  -1.67  0.318
H  1.84  0.10  0.57  0.273

---

Formula: C6H10N
Source: OMol25
Level of theory: the ωB97M-V functional and the def2-TZVPD basis

The orbital gap is 10.20 eV. The strongest force on any atom comes out at 4.6 eV/Å. As for the lowest unoccupied orbital energy: -4.411 eV. The charge is +1. Its SMILES is C=[N+](C)C1(C)C=C1. As for the HOMO energy: -14.61 eV.

Last column: Mulliken charge in e.
Element x y z (Å)
C  1.53  -0.83  -0.89  -0.155
N  0.71  0.05  -0.54  0.152
C  0.74  1.31  -1.26  -0.827
C  -0.42  -0.13  0.62  0.196
C  -1.41  -1.20  0.17  -1.146
C  -0.75  1.08  1.39  -0.495
C  -0.09  0.12  2.03  -0.301
H  2.06  -0.70  -1.79  0.352
H  1.66  -1.71  -0.31  0.295
H  -0.10  1.27  -2.01  0.332
H  1.75  1.59  -1.44  0.463
H  0.18  2.04  -0.56  0.221
H  -2.12  -1.58  1.03  0.320
H  -0.79  -2.05  0.02  0.406
H  -2.07  -0.83  -0.67  0.284
H  -1.14  2.11  1.34  0.498
H  0.25  -0.52  2.87  0.406

---

What are the relative energy (zero: lowest compared OMol25 entry of this formula, charge and spin) values for these records? In order: 55.2; 20.2; 31.2; 79.0; 77.3; 64.3 kcal/mol.